{"formula": "C39H32N3O6P2Sn", "method": "ωB97M-V with the def2-TZVPD basis set", "e_above_lowest_kj_mol": 5.99, "charge": 1, "homo_energy_ev": -10.702, "gap_ev": 7.43, "lumo_ev": -3.27, "elements": ["Sn", "C", "N", "C", "P", "C", "C", "C", "C", "C", "C", "C", "C", "C", "C", "C", "C", "C", "C", "C", "C", "C", "C", "P", "C", "C", "C", "C", "C", "C", "C", "C", "C", "C", "C", "C", "H", "H", "H", "H", "H", "H", "H", "H", "H", "H", "H", "H", "H", "H", "H", "H", "H", "H", "H", "H", "H", "H", "H", "H", "H", "H", "H", "H", "H", "O", "C", "O", "C", "C", "C", "C", "C", "C", "N", "O", "O", "N", "O", "O", "H", "H", "H"], "xyz": [[0.2531, 1.5457, -0.7450], [-1.3614, -2.1207, -0.1539], [0.0168, -2.5565, -0.0692], [0.8801, -2.2018, -1.1778], [1.8362, -0.6625, -0.7134], [3.0830, -0.4191, -2.0053], [2.9144, -0.9503, -3.2826], [3.8326, -0.6571, -4.2801], [4.9100, 0.1734, -4.0131], [5.0748, 0.7163, -2.7452], [4.1615, 0.4299, -1.7451], [2.7178, -1.0503, 0.8169], [2.0821, -0.7501, 2.0208], [2.7217, -0.9976, 3.2246], [3.9974, -1.5405, 3.2272], [4.6275, -1.8544, 2.0286], [3.9966, -1.6092, 0.8213], [0.2487, -3.7761, 0.6143], [1.5487, -4.2618, 0.7776], [1.7813, -5.4525, 1.4437], [0.7297, -6.1853, 1.9727], [-0.5591, -5.7031, 1.8291], [-0.8043, -4.5143, 1.1563], [-1.6277, -0.4027, -0.8172], [-3.0910, 0.1417, 0.1069], [-3.0276, 0.1390, 1.5022], [-4.0950, 0.6153, 2.2436], [-5.2211, 1.1118, 1.6002], [-5.2738, 1.1440, 0.2148], [-4.2090, 0.6685, -0.5359], [-2.1669, -0.6598, -2.5338], [-1.5173, 0.0246, -3.5604], [-1.8987, -0.1547, -4.8811], [-2.9352, -1.0245, -5.1829], [-3.5904, -1.7087, -4.1664], [-3.2116, -1.5297, -2.8471], [-1.7871, -2.1183, 0.8479], [-1.9713, -2.7853, -0.7831], [0.2878, -1.9875, -2.0744], [1.5776, -3.0024, -1.4187], [2.0764, -1.6022, -3.4991], [3.7067, -1.0803, -5.2679], [5.6210, 0.4030, -4.7954], [5.9179, 1.3616, -2.5371], [4.2871, 0.8523, -0.7553], [1.0956, -0.3070, 2.0133], [2.2284, -0.7459, 4.1536], [4.5098, -1.7120, 4.1646], [5.6194, -2.2872, 2.0361], [4.4906, -1.8659, -0.1075], [2.3949, -3.7022, 0.4093], [2.7993, -5.8024, 1.5569], [0.9135, -7.1177, 2.4885], [-1.3952, -6.2572, 2.2354], [-1.8295, -4.1846, 1.0622], [-2.1367, -0.2160, 2.0084], [-4.0466, 0.6047, 3.3243], [-6.0546, 1.4834, 2.1812], [-6.1467, 1.5416, -0.2856], [-4.2529, 0.7047, -1.6165], [-0.7074, 0.7076, -3.3283], [-1.3935, 0.3860, -5.6701], [-3.2353, -1.1691, -6.2121], [-4.4031, -2.3818, -4.4051], [-3.7402, -2.0536, -2.0595], [0.4950, 1.8313, 3.4251], [0.0727, 2.2421, 2.3727], [-0.0987, 1.4746, 1.3134], [-0.3217, 3.6901, 2.2003], [0.2252, 4.6518, 3.0421], [-0.1099, 5.9801, 2.8588], [-0.9512, 6.3971, 1.8415], [-1.4790, 5.4254, 1.0158], [-1.2000, 4.0822, 1.2038], [-2.3253, 5.8115, -0.1194], [-2.5007, 4.9644, -0.9824], [-2.8404, 6.9054, -0.0976], [0.4517, 6.9962, 3.7730], [0.0440, 8.1319, 3.6486], [1.2836, 6.6207, 4.5715], [0.9094, 4.3615, 3.8271], [-1.1862, 7.4420, 1.7007], [-1.7185, 3.3585, 0.5934]], "lowdin_charge": [1.0581, -0.2731, -0.1831, -0.2879, 0.9569, -0.3923, -0.0858, -0.0648, -0.0602, -0.0586, -0.1006, -0.3723, -0.0840, -0.0445, -0.0518, -0.0623, -0.1015, -0.2184, -0.0310, -0.0683, -0.0856, -0.0738, -0.0306, 0.9744, -0.3633, -0.1014, -0.0574, -0.0584, -0.0587, -0.0758, -0.3906, -0.1141, -0.0594, -0.0533, -0.0531, -0.0908, 0.0882, 0.1067, 0.0800, 0.1062, 0.0986, 0.1125, 0.1135, 0.1144, 0.1132, 0.0739, 0.1163, 0.1131, 0.1121, 0.1127, 0.0864, 0.1101, 0.1068, 0.1097, 0.0976, 0.1065, 0.1151, 0.1136, 0.1141, 0.1064, 0.0473, 0.1145, 0.1153, 0.1158, 0.1157, 0.1179, -0.5633, -0.3776, -0.0980, 0.0925, -0.0946, 0.1012, -0.1074, 0.0299, -0.3443, 0.0691, 0.1178, -0.3457, 0.1031, 0.1028, 0.1404, 0.1399, 0.0975]}